1.
{
  "formula": "C6H7N4O4",
  "method": "wB97M-V/def2-TZVPD",
  "total_charge": -1,
  "multiplicity": 1,
  "lumo_energy_ev": 3.25,
  "smiles": "NC(N)(C#[N+][O-])N/C=C\\C(=O)C(=O)[O-]",
  "homo_lumo_gap_ha": 0.27439,
  "homo_energy_ev": -4.217,
  "symbols": ["C", "C", "C", "C", "C", "C", "N", "N", "N", "N", "O", "O", "O", "O", "H", "H", "H", "H", "H", "H", "H"],
  "positions_angstrom": [[-0.026, -1.516, 1.420], [-0.918, -0.484, 1.546], [1.019, -1.693, 0.327], [1.022, 1.344, 0.019], [0.825, -3.118, -0.414], [-0.346, 1.112, -0.515], [-1.167, 0.513, 0.646], [-0.993, 2.368, -0.769], [-0.334, 0.432, -1.723], [1.701, 2.151, 0.473], [1.715, -0.814, -0.127], [0.078, -2.944, -1.412], [1.372, -4.130, 0.007], [2.544, 2.772, 0.958], [-0.027, -2.160, 2.334], [-1.799, -0.536, 2.244], [-2.132, 0.729, 0.592], [-0.763, 2.818, -1.643], [-0.589, 3.109, -0.125], [-0.027, -0.462, -1.660], [-1.155, 0.510, -2.178]],
  "forces_ev_per_angstrom": [[0.25, 1.11, 1.87], [-0.22, -1.58, -1.01], [-1.89, -1.97, 0.13], [-1.45, -0.16, -0.56], [0.00, 1.13, -0.54], [-0.39, -0.23, 1.72], [0.95, 1.09, -0.94], [-0.02, 2.94, 1.58], [2.22, 2.03, 0.50], [-2.40, -2.62, -1.50], [0.55, -0.05, 0.02], [0.14, 0.30, 0.49], [0.26, -0.23, 0.54], [4.09, 3.47, 2.39], [0.19, 0.04, -1.34], [1.36, -0.16, -0.24], [-0.67, 0.66, -0.33], [0.24, -0.88, -0.65], [-1.03, -1.46, -0.44], [1.16, -3.55, 0.05], [-3.33, 0.11, -1.73]],
  "mulliken_charge": [-0.567, -0.345, 0.665, -0.421, 0.507, 0.887, -0.155, -0.791, -0.562, 0.636, -0.577, -0.693, -0.713, -0.809, 0.318, 0.298, 0.294, 0.278, 0.277, 0.234, 0.237]
}



2.
{
  "formula": "C4H3IN2",
  "method": "wB97M-V/def2-TZVPD",
  "multiplicity": 1,
  "lumo_energy_ev": -0.76,
  "smiles": "C=C(C#N)C#N.I",
  "homo_lumo_gap_ha": 0.35506,
  "homo_energy_ev": -10.422,
  "symbols": ["C", "C", "C", "C", "N", "N", "I", "H", "H", "H"],
  "positions_angstrom": [[2.684, -0.976, -1.286], [2.215, 0.599, 0.266], [1.161, -1.626, 0.436], [1.928, -0.751, -0.126], [3.260, -0.863, -2.253], [2.493, 1.688, 0.438], [-3.814, -1.010, 0.172], [-5.252, -0.813, 0.756], [0.589, -1.328, 1.363], [0.792, -2.536, -0.012]],
  "forces_ev_per_angstrom": [[-0.61, -0.23, -0.11], [-0.55, -0.81, 0.60], [-3.38, -0.38, 2.59], [1.41, 1.13, -0.31], [1.31, -0.29, -1.93], [0.23, 1.18, 0.34], [0.83, -0.11, -0.35], [-0.82, 0.11, 0.35], [0.83, -0.36, -1.06], [0.75, -0.26, -0.12]],
  "mulliken_charge": [0.147, 0.108, -0.712, 0.515, -0.327, -0.330, -0.086, 0.086, 0.271, 0.328]
}



3.
{
  "formula": "C2H4INO2",
  "method": "wB97M-V/def2-TZVPD",
  "multiplicity": 3,
  "lumo_energy_ev": [0.09, -1.33],
  "s2": 2.012,
  "homo_lumo_gap_ha": [0.25999, 0.29258],
  "homo_energy_ev": [-6.983, -9.292],
  "symbols": ["C", "C", "N", "O", "O", "I", "H", "H", "H", "H"],
  "positions_angstrom": [[-0.282, -0.158, -0.421], [1.888, 0.019, 0.263], [-2.502, -0.342, 0.826], [-0.513, 0.347, -1.439], [0.575, -0.528, 0.378], [-3.865, -0.567, -0.664], [1.874, 0.858, -0.591], [2.603, -0.716, -0.175], [2.394, 0.439, 1.047], [-2.173, 0.649, 0.775]],
  "forces_ev_per_angstrom": [[-4.28, -1.59, 0.02], [1.80, 0.91, -6.06], [-0.98, 0.38, 0.11], [1.13, 1.88, -2.46], [3.30, -0.41, 2.89], [0.46, 0.22, 0.60], [-0.17, -1.65, 1.89], [-0.83, 0.07, 0.41], [0.10, 0.82, 2.82], [-0.54, -0.63, -0.22]],
  "mulliken_charge": [0.435, -0.731, -0.465, -0.345, -0.206, 0.178, 0.251, 0.267, 0.308, 0.309]
}



4.
{
  "formula": "C4H11NO2",
  "method": "wB97M-V/def2-TZVPD",
  "multiplicity": 1,
  "lumo_energy_ev": 0.38,
  "smiles": "C=NC(=C)C.O.O",
  "homo_lumo_gap_ha": 0.35626,
  "homo_energy_ev": -9.319,
  "symbols": ["C", "C", "C", "C", "N", "H", "H", "H", "H", "H", "H", "H", "H", "H", "O", "H", "H", "O"],
  "positions_angstrom": [[1.369, 1.629, 0.023], [1.519, 0.141, 0.137], [2.685, -0.461, 0.335], [0.296, -1.816, -0.451], [0.360, -0.623, -0.091], [1.638, 2.132, 0.947], [1.980, 1.980, -0.811], [0.347, 1.842, -0.239], [2.796, -1.450, 0.744], [3.586, 0.120, 0.476], [-0.630, -2.296, -0.749], [1.173, -2.462, -0.600], [-2.964, -0.437, 1.733], [-1.962, 0.713, 1.522], [-2.665, 0.214, 1.084], [-3.458, 0.682, -0.813], [-2.612, -0.180, -1.557], [-3.459, 0.270, -1.691]],
  "forces_ev_per_angstrom": [[-0.02, -0.38, -0.58], [0.60, -1.18, -0.59], [0.80, 0.55, 1.47], [1.06, -0.89, -0.59], [-1.70, 1.32, 0.40], [0.08, 0.08, -0.03], [0.13, 0.20, 0.22], [-0.44, 0.24, 0.04], [-0.26, -0.59, -0.63], [0.04, 0.26, -0.12], [-0.40, 0.22, 0.45], [0.15, 0.19, -0.05], [0.08, 0.20, -0.19], [-0.07, -0.21, -0.14], [-0.05, 0.04, 0.36], [-0.61, 0.13, -0.13], [-0.09, -0.23, -0.59], [0.71, 0.05, 0.70]],
  "mulliken_charge": [-1.116, 0.728, -0.992, -0.413, -0.194, 0.285, 0.338, 0.314, 0.313, 0.285, 0.243, 0.231, 0.294, 0.305, -0.613, 0.342, 0.308, -0.659]
}



5.
{
  "formula": "C3H3FOS",
  "method": "wB97M-V/def2-TZVPD",
  "multiplicity": 1,
  "lumo_energy_ev": -0.27,
  "homo_lumo_gap_ha": 0.33228,
  "homo_energy_ev": -9.314,
  "symbols": ["C", "C", "C", "H", "H", "H", "O", "F", "S"],
  "positions_angstrom": [[0.183, 0.692, 0.174], [0.737, -0.727, -0.065], [-1.115, 0.087, -0.237], [0.178, 1.032, 1.192], [0.990, -1.235, 0.850], [1.512, -1.078, -0.740], [-0.566, -1.102, -0.517], [0.761, 1.808, -0.488], [-2.681, 0.522, -0.171]],
  "forces_ev_per_angstrom": [[2.11, 1.68, -0.02], [0.73, -0.02, 0.21], [-1.87, 0.60, -0.39], [-0.05, -0.24, 0.68], [-0.25, -0.12, 0.68], [0.01, 0.94, -0.61], [-0.99, -1.02, -0.26], [-0.89, -1.51, -0.05], [1.21, -0.31, -0.24]],
  "mulliken_charge": [0.283, -0.332, 0.237, 0.204, 0.210, 0.279, -0.309, -0.286, -0.286]
}



6.
{
  "formula": "C4H5NO",
  "method": "wB97M-V/def2-TZVPD",
  "multiplicity": 1,
  "lumo_energy_ev": -0.24,
  "smiles": "CCC(=O)C#N",
  "homo_lumo_gap_ha": 0.40152,
  "homo_energy_ev": -11.166,
  "symbols": ["C", "C", "C", "O", "C", "N", "H", "H", "H", "H", "H"],
  "positions_angstrom": [[-1.530, 0.274, -0.158], [-0.088, -0.109, -0.465], [0.841, -0.043, 0.715], [0.510, 0.030, 1.876], [2.274, -0.186, 0.347], [3.365, -0.343, -0.010], [-1.946, -0.381, 0.611], [-2.144, 0.183, -1.059], [-1.605, 1.305, 0.200], [0.331, 0.443, -1.316], [-0.008, -1.173, -0.740]],
  "forces_ev_per_angstrom": [[-0.05, -0.01, 0.04], [0.00, -0.21, -0.04], [-0.32, 0.13, 0.72], [0.26, 0.06, -0.85], [1.22, -0.22, -0.37], [-1.21, 0.22, 0.43], [0.04, 0.12, -0.08], [0.13, -0.01, 0.15], [0.07, -0.17, -0.04], [0.00, -0.04, 0.24], [-0.15, 0.12, -0.21]],
  "mulliken_charge": [-1.118, -0.308, 0.504, -0.493, 0.167, -0.336, 0.290, 0.351, 0.310, 0.368, 0.264]
}



7.
{
  "formula": "C14H18Cl2FeN2",
  "method": "wB97M-V/def2-TZVPD",
  "total_charge": -1,
  "multiplicity": 6,
  "lumo_energy_ev": [2.67, 2.69],
  "s2": 8.950,
  "homo_lumo_gap_ha": [0.18587, 0.13493],
  "homo_energy_ev": [-2.391, -0.984],
  "symbols": ["Fe", "Cl", "Cl", "C", "H", "H", "C", "C", "H", "C", "H", "C", "H", "H", "C", "H", "H", "C", "H", "H", "H", "H", "N", "C", "N", "C", "C", "C", "C", "C", "C", "H", "H", "H", "H", "H", "H"],
  "positions_angstrom": [[-1.210, 1.173, 0.775], [-1.406, -0.440, 2.181], [-2.634, 1.816, -0.683], [0.561, -0.500, -2.390], [0.667, 0.568, -2.523], [-0.196, -0.849, -1.687], [2.506, -1.721, -1.256], [1.661, -1.382, -2.521], [3.421, -1.134, -1.098], [0.917, -2.669, -3.044], [2.340, -0.998, -3.311], [0.285, -3.457, -1.912], [0.103, -2.409, -3.741], [1.640, -3.265, -3.631], [1.176, -3.751, -0.710], [-0.586, -2.890, -1.562], [-0.108, -4.401, -2.324], [1.911, -2.478, -0.194], [0.566, -4.201, 0.090], [1.937, -4.489, -0.998], [1.177, -1.847, 0.380], [2.663, -2.814, 0.551], [2.200, 3.093, -0.254], [1.106, 2.411, -0.606], [0.400, 2.090, 0.505], [1.070, 2.641, 1.605], [0.825, 2.524, 2.970], [1.729, 3.127, 3.845], [2.867, 3.796, 3.351], [3.132, 3.868, 1.977], [2.208, 3.261, 1.136], [2.934, 3.413, -0.882], [0.783, 2.285, -1.642], [-0.028, 1.944, 3.306], [1.601, 3.077, 4.921], [3.557, 4.276, 4.040], [3.983, 4.367, 1.518]],
  "forces_ev_per_angstrom": [[-1.18, -1.12, -0.30], [-0.02, -0.75, 0.88], [-0.97, 0.51, -0.84], [-1.68, 2.62, 1.63], [-0.03, 0.09, -0.01], [-0.25, 0.52, -0.11], [0.44, 1.44, -2.37], [1.37, -2.32, -1.03], [-0.41, -0.17, 0.01], [1.36, -0.51, -0.47], [-0.09, -0.34, 0.31], [-0.44, -0.31, 0.04], [0.47, 0.23, 0.19], [-0.12, -0.30, 0.35], [0.28, 0.24, 0.03], [0.01, -0.09, 0.01], [-0.01, 0.15, 0.18], [-1.06, -1.09, 1.84], [0.21, 0.14, -0.14], [-0.01, 0.06, 0.03], [0.27, -0.49, -0.22], [-0.29, 0.30, -0.27], [1.32, 1.10, 0.41], [-1.35, -0.89, 0.79], [1.80, 1.59, -0.53], [-0.06, -0.76, -0.85], [0.04, 0.12, 0.33], [0.31, 0.09, -0.52], [0.04, 0.14, -0.42], [-0.21, -0.08, 0.04], [0.90, 0.37, -0.49], [-0.53, -0.22, 0.31], [0.10, -0.13, 0.76], [0.06, 0.10, 0.14], [-0.16, -0.08, -0.15], [-0.12, -0.12, -0.04], [0.02, -0.03, 0.49]],
  "mulliken_charge": [0.472, -0.542, -0.555, -0.882, 0.097, 0.032, -0.592, 0.196, 0.381, -0.808, 0.310, -0.655, 0.328, 0.349, -0.627, 0.325, 0.299, -0.362, 0.307, 0.306, -0.008, 0.337, -0.077, -0.538, -0.152, 0.632, -0.237, -0.690, -0.382, -0.897, 0.478, 0.231, 0.579, 0.295, 0.373, 0.345, 0.332]
}



8.
{
  "formula": "C6H15N2",
  "method": "wB97M-V/def2-TZVPD",
  "total_charge": 1,
  "multiplicity": 1,
  "lumo_energy_ev": -7.49,
  "homo_lumo_gap_ha": 0.21139,
  "homo_energy_ev": -13.244,
  "symbols": ["C", "C", "C", "C", "N", "C", "C", "N", "H", "H", "H", "H", "H", "H", "H", "H", "H", "H", "H", "H", "H", "H", "H"],
  "positions_angstrom": [[2.886, -0.617, -0.377], [2.214, 0.171, 0.869], [0.805, -0.293, 1.093], [-0.265, 0.264, 0.384], [-1.457, -0.182, 0.001], [-2.286, 0.776, -0.757], [-3.701, 0.390, -0.328], [2.026, -0.316, -1.496], [3.913, -0.315, -0.569], [2.839, -1.698, -0.133], [2.266, 1.243, 0.745], [2.863, -0.011, 1.756], [0.672, -1.151, 1.744], [0.001, 1.340, 0.157], [-0.948, -1.347, 4.462], [-2.149, 1.867, -0.642], [-2.206, 0.465, -1.775], [-3.602, -0.651, -0.537], [-4.553, 0.763, -0.909], [-3.902, 0.586, 0.705], [-0.524, -0.985, 3.961], [2.418, -0.376, -2.417], [1.006, -0.395, -1.389]],
  "forces_ev_per_angstrom": [[-2.30, -0.67, -0.37], [-0.06, -0.28, 1.66], [1.82, -1.39, -0.37], [-1.75, 2.98, -0.95], [2.67, 1.12, 0.50], [-1.01, 0.29, 1.52], [-0.20, -0.29, -0.89], [-0.07, 0.39, 0.31], [-0.14, 0.24, 0.28], [0.40, 0.60, 0.23], [-0.16, 0.27, -0.75], [-0.63, -0.38, -0.43], [-0.18, -0.16, 0.01], [-0.46, -0.93, -0.18], [0.16, 0.12, -0.20], [0.97, -0.55, 0.06], [0.35, -0.08, -0.96], [-1.03, -1.08, 0.44], [0.62, 0.30, -0.14], [0.07, -0.01, 0.62], [-0.16, -0.11, 0.21], [-0.19, -0.07, -0.13], [1.30, -0.30, -0.47]],
  "mulliken_charge": [-0.339, -0.758, 0.145, -0.398, -0.191, -0.190, -1.163, -0.336, 0.393, 0.244, 0.381, 0.368, 0.466, 0.321, 0.242, 0.414, 0.265, 0.345, 0.355, 0.329, -0.234, 0.203, 0.140]
}



Calculated E in order - -20483.0840, -15275.0815, -15818.7566, -9909.6888, -18757.9151, -7765.7965, -77221.9204, -9433.9333 eV
Calculated energy above the lowest of the compared OMol25 structures with the same formula, charge and spin in order - 13.3, 20.4, 80.6, 58.9, 26.0, 16.8, 0.0, 139.3 kcal/mol